Computed, not measured: C26H18AsNNdO5PS4 as an isolated structure in a non-equilibrium geometry, with the ωB97M-V functional and the def2-TZVPD basis.

Geometry as XYZ:
```
57
C26H18AsNNdO5PS4, DFT the ωB97M-V functional and the def2-TZVPD basis
Nd -0.806 -0.626 -0.453
O 2.867 -1.219 1.840
C 1.674 -0.765 1.398
O 1.548 -0.359 0.230
C 0.699 -0.375 2.436
C 0.902 -0.396 3.814
C -0.185 -0.146 4.634
C -1.430 0.095 4.072
C -1.524 0.182 2.684
N -0.472 -0.004 1.902
C -2.844 0.400 1.898
O -3.838 0.710 2.548
O -2.734 0.213 0.658
H 3.350 -1.534 1.062
H 1.875 -0.632 4.210
H -0.063 -0.175 5.710
H -2.317 0.210 4.675
O -1.191 0.302 -2.357
C -0.091 0.878 -2.241
C 0.452 1.859 -3.181
C 0.645 1.878 -4.560
C 1.309 2.953 -5.119
C 1.757 4.007 -4.327
C 1.613 3.973 -2.947
C 1.003 2.875 -2.369
P 0.811 2.332 -0.636
C -0.919 2.793 -0.200
C -1.945 2.940 -1.128
C -3.226 3.248 -0.702
C -3.494 3.424 0.643
C -2.474 3.306 1.573
C -1.199 2.980 1.154
C 1.545 3.922 0.107
C 2.872 3.815 0.509
C 3.565 4.900 1.015
C 2.927 6.123 1.131
C 1.608 6.252 0.729
C 0.922 5.160 0.228
H 0.310 1.053 -5.174
H 1.470 2.990 -6.190
H 2.258 4.852 -4.787
H 2.011 4.772 -2.334
H -1.747 2.826 -2.186
H -4.023 3.334 -1.428
H -4.497 3.648 0.973
H -2.682 3.452 2.624
H -0.397 2.861 1.874
H 3.359 2.854 0.403
H 4.601 4.800 1.320
H 3.462 6.980 1.521
H 1.113 7.213 0.808
H -0.102 5.276 -0.097
S 0.421 -2.886 1.339
As -0.176 -3.416 -0.765
S -2.284 -2.920 -0.926
S 0.952 -2.136 -2.106
S 0.185 -5.466 -1.103
```

Its expectation value of S² is 3.7534. Its total charge is -2. Its largest force on an atom is 3.381 eV Å⁻¹. The calculation puts the frontier orbital gap (alpha / beta) at 5.7 / 5.7 eV. The electronic energy is -6164.05156 Eh. Its relative energy (zero: lowest compared OMol25 entry of this formula, charge and spin) is 0.903 eV. Its spin multiplicity is 4. The HOMO energy (alpha / beta) is -1.55 / -1.56 eV. The LUMO energy (alpha / beta) is 4.11 / 4.11 eV.

Atomic partial charges in e from the Löwdin method, atoms 1 to 8:
1. Nd 1.251
2. O 0.052
3. C -0.702
4. O -0.261
5. C -0.302
6. C -0.005
7. C -0.055
8. C 0.006